Entry from OMol25: a structure of composition C25H31Cl3N2O9Ti at a distorted geometry (ωB97M-V/def2-TZVPD).

Computed properties:
orbital gap: 7.9 eV
calculated total energy: -108517.7767 eV
LUMO: -0.29 eV
highest occupied orbital energy: -8.229 eV

Element x y z (Å)
Ti: -0.64123 0.04503 0.37938
C: 2.51819 -2.12529 -0.73199
C: 2.36600 -1.93615 -2.25554
O: 1.27204 -1.11352 -2.60073
C: 1.41586 0.24078 -2.22503
C: 0.14146 0.96727 -2.58172
O: -0.95706 0.64346 -1.70193
C: -2.04964 -0.08661 -2.27231
C: -1.71063 -1.55624 -2.30203
O: -1.10835 -1.85218 -1.05050
C: -0.54815 -3.15568 -0.99385
C: 0.48683 -3.13472 0.10976
O: 1.30477 -1.99189 -0.02114
H: 3.17922 -1.36399 -0.31824
H: 2.96695 -3.10232 -0.53459
H: 2.18008 -2.88870 -2.75073
H: 3.29846 -1.52234 -2.65800
H: 2.25518 0.69670 -2.76233
H: 1.60841 0.34526 -1.15256
H: -0.13842 0.72201 -3.60575
H: 0.30263 2.03983 -2.49548
H: -2.29547 0.29144 -3.26428
H: -2.87530 0.08502 -1.58908
H: -0.99343 -1.78080 -3.09431
H: -2.61639 -2.15008 -2.45495
H: -0.09026 -3.38754 -1.96004
H: -1.32803 -3.89325 -0.78536
H: 1.07992 -4.05108 0.11534
H: -0.00919 -3.04048 1.07415
Cl: -0.67590 6.95554 3.08115
C: -0.45199 5.41848 2.30181
C: -1.43040 4.93600 1.45406
C: -1.25319 3.71582 0.82663
Cl: -2.48163 3.19141 -0.27108
C: -0.09742 2.92720 1.03157
O: 0.14559 1.77120 0.43801
C: 0.86213 3.48171 1.89554
Cl: 2.30250 2.55833 2.18349
C: 0.70257 4.69965 2.52732
H: -2.32782 5.51118 1.27459
H: 1.47180 5.07719 3.18649
O: 1.07026 -2.19238 3.05942
C: 0.51460 -1.11687 3.00604
O: 0.27129 -0.44557 1.91019
C: -0.05826 -0.48137 4.24689
C: -0.45538 0.84989 4.25282
C: -1.08320 1.38242 5.36506
C: -1.32005 0.56045 6.45018
C: -0.91333 -0.76331 6.47592
C: -0.26968 -1.27972 5.36529
N: -2.05378 1.10391 7.60945
O: -2.38382 2.27237 7.57151
O: -2.27662 0.35598 8.54097
H: -0.28426 1.45923 3.37632
H: -1.40070 2.41485 5.39771
H: -1.10845 -1.36337 7.35196
H: 0.06966 -2.30645 5.33909
C: -3.73152 -1.96628 1.05051
C: -3.50046 -0.49378 1.42614
C: -4.65805 0.35828 0.89295
C: -3.46391 -0.37184 2.95321
N: -2.25099 -0.05902 0.85701
H: -4.65278 -2.34036 1.50193
H: -2.89160 -2.56779 1.40520
H: -3.80356 -2.07759 -0.03524
H: -5.60433 0.01637 1.31768
H: -4.72422 0.29710 -0.19714
H: -4.50805 1.40311 1.16723
H: -4.41910 -0.68940 3.37665
H: -3.27654 0.66432 3.24319
H: -2.66984 -0.99697 3.36877

---

Entry from OMol25: a cluster of 2 separate species, CH2N2O3Si in total at a distorted geometry (ωB97M-V/def2-TZVPD).

Computed properties:
orbital gap: 8.0 eV
calculated total energy: -18066.4820 eV
SMILES string: N#C[SiH]=O.O=NO
LUMO: -1.85 eV
highest occupied orbital energy: -9.896 eV

Element x y z (Å)
C: -1.12173 1.83388 -0.05813
N: -0.67224 2.88124 -0.16136
N: 2.15887 -0.43567 0.17880
O: 3.34358 -0.32472 0.19278
O: 1.70891 -1.64492 -0.31679
O: -1.00388 -1.10562 -0.02570
Si: -1.86173 0.12678 0.10958
H: 0.72741 -1.60441 -0.26955
H: -3.27919 0.27344 0.35036

---

Entry from OMol25: a cluster of 2 separate species, C5H13NO2 in total at a distorted geometry (ωB97M-V/def2-TZVPD).

Computed properties:
orbital gap: 10.3 eV
calculated total energy: -10980.7357 eV
SMILES string: CC[C@@H](C)NC=O.O
LUMO: 0.86 eV
highest occupied orbital energy: -9.483 eV

Element x y z (Å)
C: 1.43916 0.46529 0.79917
N: 0.14334 0.15517 1.05495
C: -0.55504 -1.29778 -1.45018
C: -1.54783 -0.62042 -0.51667
C: -0.95077 0.59674 0.23404
C: -1.98637 1.52167 0.85178
O: 1.81797 1.14215 -0.13846
H: 2.12403 -0.07206 1.45522
H: 0.04249 -0.40680 1.88344
H: -0.99819 -2.19278 -1.87041
H: -0.25844 -0.50594 -2.14595
H: 0.38925 -1.57904 -0.97343
H: -2.37726 -0.19516 -1.08351
H: -2.14947 -1.26674 0.13633
H: -0.51689 1.08897 -0.62919
H: -3.01720 1.17556 0.84194
H: -1.92385 2.51787 0.42018
H: -1.69323 1.73314 1.87949
H: 4.35835 -1.49981 -0.03155
H: 3.92646 0.00788 -0.62001
O: 3.73348 -0.76792 -0.09718